[1]
# C27H46Cl2N3O4S

A cluster of 3 separate species, C27H46Cl2N3O4S in total at a distorted geometry (ωB97M-V/def2-TZVPD, the OMol25 dataset).

```
83
C27H46Cl2N3O4S, DFT ωB97M-V/def2-TZVPD
C -6.89775 -0.43217 -3.95724
C 1.73210 0.20415 0.19406
H 2.62395 3.49727 3.33349
H 1.14911 4.67372 0.07142
C 1.54307 3.61490 3.33223
C 3.29493 -6.76315 0.65247
H 2.02421 -6.82860 2.38806
H 4.51455 -6.22140 -1.03499
O -6.34124 -1.44668 -4.30666
C -5.66822 3.10787 -3.41748
O 2.40420 -3.28273 0.65076
Cl -4.88171 5.71201 -3.14425
H 4.68323 -5.84726 2.93958
H -4.00358 3.60937 -2.36432
C 5.70490 -4.68731 0.75955
C 1.71321 -4.18287 3.06593
H 6.42973 -4.80676 -0.04625
S -2.74034 1.34010 -1.43223
C -6.08623 0.77859 -3.55178
H 2.04673 -3.24720 3.51933
C -4.94295 0.51516 -2.80699
H -7.14131 3.58869 -1.39055
H 1.35610 4.57737 3.80924
C 2.29938 -6.11417 1.60895
N 3.39889 -3.88350 1.24176
H 4.15273 -7.16118 1.20146
H -8.25957 4.44088 -3.90163
N -4.57647 2.84106 -2.71046
C 2.81958 2.43215 -0.03434
C -0.45783 4.22569 2.11000
O -0.10436 2.11662 0.51898
H 5.78945 -5.59043 1.35981
C -7.54161 4.84850 -3.18578
H 1.17730 0.35783 -0.73184
H -0.98179 4.37253 1.16495
H 4.88117 -2.50496 -0.58986
H 2.82518 -7.61927 0.16361
H 1.93515 5.42337 1.44288
C 3.89905 -5.19049 3.30673
H 2.41450 0.50718 2.82014
H 3.43873 -5.72415 4.13891
H 3.46062 1.91005 2.58108
C 2.83503 -4.83071 2.24994
H 2.27128 2.53226 -0.97760
H 2.90223 -5.54351 -1.06112
C 4.51415 -3.46418 -0.96141
H -1.09069 3.62460 2.76611
H -7.34778 2.30057 -4.44197
C 3.05705 3.82539 0.53991
O -8.23829 -0.34012 -3.87282
C -6.45609 2.07875 -3.86365
C 0.91771 3.57882 1.92181
H 1.15627 -0.46907 0.83124
H 1.40103 -4.84946 3.86980
N 0.80600 2.16420 1.44838
H -8.58580 -1.02238 -4.47068
H -4.69876 -0.51309 -2.55930
H -7.63975 5.25305 -1.05487
C 2.96638 1.08389 2.07606
Cl -7.75021 6.64409 -3.22495
C -4.19340 1.58526 -2.39512
H 6.02891 -3.83744 1.36256
C -7.78903 4.40782 -1.73011
H 4.36627 -4.29164 3.71285
C -6.10421 4.52054 -3.72374
H 3.76959 0.44921 1.70114
C 3.75098 -5.76100 -0.40381
H -8.82021 4.05281 -1.62076
H -6.12818 4.65751 -4.81164
H 1.10887 2.84645 3.97364
C 1.73739 4.45854 0.97057
C 2.04531 1.51606 0.91756
H 3.75448 3.78104 1.38051
H 3.53320 4.45430 -0.21524
H -0.34939 5.21105 2.56187
H 3.60780 -3.28555 -1.53925
H 3.77799 1.97450 -0.28730
H 1.37864 -5.89474 1.05775
H 5.25496 -3.85863 -1.65663
C 4.29087 -4.45344 0.18611
H 2.65296 -0.31003 -0.07821
H 0.82697 -3.97678 2.46658
H -2.60734 2.54026 -0.81293
```

Calculated values
- Orbital gap (alpha / beta): 5.35 / 6.13 eV
- Total charge: +1
- LUMO energy (alpha / beta): -0.1707 / -0.1707 hartree
- HOMO (alpha / beta): -9.99 / -10.77 eV
- 2S+1: 3
- Expectation value of S²: 2.008


[2]
# C12H12

A cluster of 2 separate species, C12H12 in total at a distorted geometry (ωB97M-V/def2-TZVPD, the OMol25 dataset).

```
24
C12H12, DFT ωB97M-V/def2-TZVPD
H 1.69888 -2.06608 -1.08217
C 1.40093 0.52908 1.10893
C 2.57908 1.15818 0.81089
C 3.51031 0.64453 -0.06782
C 1.18342 -0.67628 0.48345
C 3.23828 -0.52419 -0.79234
C -3.64160 0.49073 0.00137
H 3.84783 -0.96834 -1.53583
H -0.01390 -0.98389 -0.71723
C -3.22707 -0.72247 0.52458
H -3.12855 2.26578 -1.23291
H 0.67740 1.02065 1.74059
H 0.28441 -1.28235 0.72165
H 4.38996 1.27229 -0.28635
C -2.70896 1.32101 -0.65190
H -0.67184 1.34784 -1.29107
C -1.36540 0.73294 -0.82599
H -4.63043 0.73908 0.25233
H -1.49770 -2.11513 0.85017
H 2.81149 2.11717 1.21927
C -1.87249 -1.17021 0.39482
C -0.98945 -0.52705 -0.32518
C 2.06718 -1.20385 -0.51879
H -3.94179 -1.39943 1.21952
```

Calculated values
- ΔE to the lowest compared entry with this formula, charge and spin: 3.838 eV
- Orbital gap: 9.18 eV
- LUMO energy: 0.0304 hartree
- HOMO: -8.35 eV


[3]
# C32H38BF4O12

A structure of composition C32H38BF4O12 at a distorted geometry (ωB97M-V/def2-TZVPD, the OMol25 dataset).

```
87
C32H38BF4O12, DFT ωB97M-V/def2-TZVPD
C -4.34402 -2.47828 1.41985
C 5.04398 1.70072 0.23485
C 3.75798 -5.06528 -1.38715
C -4.25302 4.07772 2.16985
C -4.39602 3.02872 -0.39515
O 1.72898 0.19772 4.03785
C 2.05998 -3.90728 -2.75815
H -4.39702 -0.31628 1.07585
H 0.01898 4.74872 1.79685
C 7.01198 -0.33928 0.36785
C -5.45502 3.07472 0.43785
O -0.23502 -1.78428 2.12785
H 4.69698 -6.00328 -1.18815
O 4.02998 2.69872 0.17785
H 3.16398 2.29772 -0.21515
F -0.80702 1.66472 0.09485
O 7.91398 -1.32428 0.44785
C -5.47202 3.67172 1.71285
F 1.30598 2.10672 -0.01015
C -2.53102 -0.84028 1.58385
H 1.41598 -3.76328 -3.62915
C -3.47602 -1.87328 -3.70715
C -3.12902 4.20672 1.39785
H -6.47502 2.46472 -0.09815
B 0.42398 1.17472 0.21385
H -5.94802 -2.16428 0.44085
H 3.30198 -5.19628 -4.60215
H -4.19802 -1.00728 -5.52415
H 5.54798 -1.82428 -0.02015
O -4.07602 -3.00428 -4.07915
C 3.04498 0.02072 3.67285
H -1.29902 -3.78328 2.39285
H -2.34402 3.43872 -0.41615
O -5.66602 -2.70428 1.04185
C 1.70998 -3.21528 -1.63315
H 0.97398 4.75072 -0.11515
H -0.04102 -1.00628 1.84985
C 7.32298 1.03672 0.63485
H 6.56698 2.99872 0.90185
C 3.35198 -4.33428 -0.34515
H -1.05702 1.34472 -1.65915
C 5.70498 -0.69628 -0.02815
H -6.62902 3.69972 2.21785
H 0.91798 -2.43028 -1.49915
F 0.63398 0.09772 -0.65415
C -2.22502 0.45872 -2.92115
H 3.34398 0.63672 2.70285
H -2.02602 4.22172 1.79885
C 3.12798 -4.85428 -2.60515
C 2.33598 -3.31528 -0.39115
O -1.44202 1.62872 -2.55315
H 0.69198 5.96572 2.00185
H -3.65302 2.63272 -2.22015
H -2.78802 -2.64828 -1.71515
H -3.40102 5.17772 3.57885
C -3.83502 -1.18328 1.37785
H 3.73498 0.09872 -0.10715
H 7.81198 -2.20828 -0.19715
H -2.24402 0.13472 1.62585
H 3.65898 -4.50828 0.61085
H -3.18402 1.50172 -4.72115
H -1.90602 -0.74628 -1.11815
H -3.67902 -4.43928 1.95785
H -0.46602 6.46172 1.21485
C -3.17402 3.58072 0.11685
C -2.15002 -0.64028 -2.16915
H 2.85698 -0.77728 3.13285
O 1.97898 -2.58028 0.68085
C -1.61802 -1.96628 1.82085
H 1.12198 -0.16928 3.32385
F 0.51598 0.50672 1.50185
C -2.84702 -1.80728 -2.45515
O -4.17402 4.48372 3.41685
C -2.86302 0.46072 -4.19615
O 0.91598 5.67672 0.01485
H -4.42602 -3.82728 -3.63415
C 0.18498 5.77172 1.22485
C -3.48002 -3.54228 1.84485
C -2.15902 -3.27228 2.04585
O -4.37802 2.41672 -1.56015
C -3.56802 -0.75728 -4.57615
H 1.16498 -2.02428 0.28985
O 3.48198 -5.49528 -3.68115
C 6.37398 2.02272 0.54785
C 4.76298 0.32172 -0.08415
H 3.70398 0.09272 4.64085
H 8.49598 1.06872 0.94685
```

Calculated values
- ΔE to the lowest compared entry with this formula, charge and spin: 4.038 eV
- Orbital gap: 7.68 eV
- Total charge: -1
- LUMO energy: 0.0766 hartree
- HOMO: -5.59 eV


[4]
# C3H4N4S

An isolated molecule of C3H4N4S at a distorted geometry (ωB97M-V/def2-TZVPD, the OMol25 dataset).

```
12
C3H4N4S, DFT ωB97M-V/def2-TZVPD
N -0.44686 0.60059 -0.01231
N -1.73144 0.52421 0.52884
N -2.00945 -0.77793 0.90891
H -2.48621 0.92661 -0.07104
S 1.72816 -1.09640 -0.12814
C 0.08900 1.81645 -0.54066
H -0.78776 -2.41493 1.01560
N 1.08405 1.78393 -1.35492
H 1.27360 2.76524 -1.69377
C 0.21727 -0.62999 0.22020
C -0.87976 -1.41288 0.73022
H -0.48332 2.70855 -0.15277
```

Calculated values
- ΔE to the lowest compared entry with this formula, charge and spin: 1.698 eV
- Orbital gap: 7.93 eV
- LUMO energy: -0.0136 hartree
- HOMO: -8.30 eV


| no. | E (eV) |
| --- | --- |
| 1 | -77276.42016 |
| 2 | -12635.09026 |
| 3 | -69911.84958 |
| 4 | -19968.93641 |